Entry 1:
14
Properties=species:S:1:pos:R:3:forces:R:3 method="wB97M-V/def2-TZVPD" relative_energy_ev=4.381 multiplicity=1 orbital_gap_ha=0.3097
C -1.057796 0.089885 0.445822 -3.702 -0.849 2.805
H 0.947157 -1.873509 0.656828 0.701 2.855 -2.519
N 2.190611 1.141074 -0.214503 -1.557 -0.617 0.288
H -1.183099 -0.356721 1.487687 0.783 0.194 -1.276
H -0.334183 -0.077255 -1.408013 0.481 0.018 -1.036
H -0.905061 1.143625 0.646033 0.979 -0.093 -0.588
N 1.045920 -1.045556 -0.127867 -0.459 -1.812 3.264
H 1.571200 1.541706 -0.937491 -0.079 -0.586 0.426
C 1.898522 -0.023443 0.293647 0.398 1.904 -3.479
H 2.744384 -0.283456 0.808013 1.443 -1.623 2.309
H -3.032503 2.033065 -0.213957 0.190 -4.113 0.239
H -0.681540 -1.662730 -0.829008 -1.365 -0.830 -0.114
C -0.315563 -0.715436 -0.548366 1.825 1.263 -0.003
S -2.888046 0.088748 -0.058823 0.362 4.288 -0.316



Entry 2:
14
Properties=species:S:1:pos:R:3:forces:R:3 method="wB97M-V/def2-TZVPD" relative_energy_ev=2.505 smiles="CN/C=N/SC" multiplicity=1 orbital_gap_ha=0.3166
H 1.868414 1.410916 -0.519810 1.357 -3.428 -0.266
H 3.457392 0.368406 1.238114 -0.431 0.221 1.148
C 3.311171 -0.039769 0.264651 0.339 -1.269 -0.043
C 0.895919 -0.125353 0.087441 -1.492 -3.433 2.388
H 3.266969 -1.143284 0.298420 0.745 0.439 0.240
S -1.582517 -0.629412 -0.145404 -1.298 0.203 0.583
H -2.662329 1.586991 -0.388896 -0.544 -1.610 0.943
H -3.851788 0.228547 0.189516 -0.349 -0.237 -0.898
H 4.177533 0.328235 -0.261313 0.143 -0.285 -0.722
N 2.103362 0.285207 -0.413996 -2.599 5.578 -0.280
N -0.260392 0.376714 -0.147563 1.876 1.115 -1.101
H -2.803530 0.855567 1.296907 0.486 0.538 0.430
H 0.888071 -1.077514 0.829901 0.556 1.502 -1.936
C -2.860632 0.645001 0.243665 1.212 0.667 -0.486



Entry 3:
15
Properties=species:S:1:pos:R:3:forces:R:3 method="wB97M-V/def2-TZVPD" relative_energy_ev=2.129 smiles="CN(C)NC(=S)S" multiplicity=1 orbital_gap_ha=0.3355
C 0.825095 -0.208473 1.146837 -2.425 1.406 0.300
H 0.252269 -0.531149 2.028926 -0.060 0.189 -0.450
H 1.446383 -0.984386 0.849968 1.515 -1.419 -0.588
C 0.651527 0.320290 -1.228530 -0.489 2.877 -1.552
H 1.555376 0.989529 -1.097323 -0.700 -1.139 0.107
H 1.298900 0.703009 1.398948 1.297 0.508 0.579
H -3.881052 1.851741 0.145605 -0.224 -0.668 -0.058
S -2.619280 1.632792 -0.227963 1.144 0.709 -0.131
H 0.904165 -0.644225 -1.699452 -0.020 0.249 0.333
H -1.185678 -1.640210 0.110848 0.500 1.198 -0.222
C -2.491654 -0.111671 -0.063079 2.731 0.963 0.326
N -0.064238 0.249866 0.056900 -0.489 -1.437 -0.489
N -1.190457 -0.605961 -0.044038 -1.448 0.297 -0.175
S -3.731138 -1.071589 0.092315 -2.270 -1.839 0.191
H 0.044824 0.999812 -2.020983 0.939 -1.894 1.830



Entry 4:
15
Properties=species:S:1:pos:R:3:forces:R:3 method="wB97M-V/def2-TZVPD" relative_energy_ev=4.024 multiplicity=1 orbital_gap_ha=0.3012
S -1.125319 -0.377972 0.733300 -1.907 -2.009 -0.697
H -2.567215 2.059925 1.632608 4.374 1.033 -2.991
H 0.959754 2.219472 1.094054 0.168 0.166 0.298
H 0.713512 -2.322618 0.479680 -1.913 3.028 0.167
H 0.560413 -2.502183 -1.830201 -1.049 -0.982 -0.148
H 0.991939 -1.819103 -3.280130 0.162 1.011 -0.326
H 1.247720 -0.768899 1.221929 -0.819 0.027 -0.367
N 0.621023 1.258314 1.066610 -0.091 2.476 -1.052
C 0.494151 -1.092591 0.483681 2.847 -3.454 -1.477
C 0.509006 -1.560847 -2.348394 -3.083 -0.405 0.974
S 1.323312 -0.613507 -1.145057 1.618 1.963 1.661
C -0.642864 1.264144 0.809763 3.236 -0.697 2.583
N -1.435261 2.382366 0.959350 -4.377 0.538 4.474
H -0.575365 -1.097560 -2.354346 1.958 -1.552 -0.854
H -0.960745 2.945644 1.772505 -1.124 -1.143 -2.246



Entry 5:
14
Properties=species:S:1:pos:R:3:forces:R:3 method="wB97M-V/def2-TZVPD" relative_energy_ev=4.390 smiles="C[C@@H]1N=NC[NH2+]1" multiplicity=1 orbital_gap_ha=0.3880 total_charge=+1
C -0.266659 0.322773 0.596021 3.320 1.620 3.472
H 0.636345 -0.394322 2.644034 0.119 1.133 0.436
N 0.177851 0.775980 -0.806604 -0.489 -1.660 0.332
H 0.001897 -1.008889 -2.090117 0.005 0.179 -0.066
H -0.023874 1.756880 -0.935680 -0.473 0.246 -0.383
N -1.349863 -0.492239 0.374473 -2.245 -0.389 2.008
C 0.993918 -0.573339 1.645223 -4.590 2.237 -1.235
H 1.867442 -0.075109 1.379846 1.798 -0.004 -0.207
H 1.166769 0.681049 -0.891045 0.978 -0.293 -0.354
H -1.272049 0.285280 -2.313201 0.338 0.710 -1.534
H 0.761477 -1.597255 1.638016 0.616 -1.579 -1.349
H -0.446386 1.323741 1.189065 -0.173 -2.323 -0.995
C -0.626336 -0.235990 -1.652661 0.059 1.269 -0.564
N -1.620532 -0.768558 -0.777369 0.737 -1.144 0.440



Entry 6:
14
Properties=species:S:1:pos:R:3:forces:R:3 method="wB97M-V/def2-TZVPD" relative_energy_ev=3.507 smiles="N[N+]1=CCNC1" multiplicity=1 orbital_gap_ha=0.3764 total_charge=+1
N -2.244291 -0.139369 0.112579 4.530 -0.279 1.078
C 0.149906 -1.148902 0.013564 -4.314 -2.141 1.210
H 1.720347 1.147985 1.116535 -0.557 -0.348 -0.230
N 1.392363 0.801470 0.217014 -1.871 1.353 -0.764
H 1.869702 -0.673334 -1.090437 0.297 -0.910 0.587
N -0.786774 -0.241157 0.035291 1.258 1.060 -0.661
H -0.494986 1.877750 0.447834 0.887 -0.280 -0.357
H -0.149284 -2.246980 0.111495 0.671 1.584 -0.290
C 1.500762 -0.617372 -0.045943 2.777 1.405 0.964
C 0.067979 1.151035 -0.183598 -1.489 0.033 2.763
H -2.467211 0.613474 -0.497653 -0.928 0.019 -0.656
H 2.225996 -0.874902 0.800240 -0.895 -1.140 -1.759
H -0.104419 1.384758 -1.200252 0.186 0.007 -1.296
H -2.680091 -1.034452 0.163329 -0.551 -0.363 -0.589



Entry 7:
14
Properties=species:S:1:pos:R:3:forces:R:3 method="wB97M-V/def2-TZVPD" relative_energy_ev=1.498 smiles="C1=[NH+]CNCN1" multiplicity=1 orbital_gap_ha=0.4182 total_charge=+1
H 0.400771 1.830955 -1.433299 -0.178 -2.074 1.914
H -0.415041 -1.404432 -0.977110 -1.646 0.553 1.968
N 1.090856 -0.293259 0.977416 -0.833 -0.107 -1.491
H -1.361996 0.383899 -1.859565 0.322 -0.324 1.378
C 1.205348 0.608313 -0.002024 4.685 -0.326 0.978
C -1.088001 0.417889 -0.753056 -2.058 1.375 -1.657
H -1.884452 1.125857 -0.351505 1.101 -1.067 0.243
H 1.916984 -0.779329 1.324694 -0.328 0.341 -0.150
H 2.332738 0.954212 -0.217537 -2.918 -0.423 0.418
N 0.225745 1.026302 -0.715245 0.287 3.481 -2.528
N -1.006444 -0.885537 -0.210308 2.434 -2.019 -1.903
H -0.249918 -1.876747 1.483777 0.274 -0.766 0.248
H -0.911319 -0.197691 1.688604 1.262 -1.375 -0.489
C -0.255270 -0.910433 1.045157 -2.402 2.733 1.071



Entry 8:
15
Properties=species:S:1:pos:R:3:forces:R:3 method="wB97M-V/def2-TZVPD" relative_energy_ev=2.368 smiles="CN1C=[NH+]O[C@H]1N" multiplicity=1 orbital_gap_ha=0.3875 total_charge=+1
H 0.104487 -2.337369 -0.955827 -0.013 0.035 0.003
O 0.132626 1.350732 1.472673 -0.815 -0.306 -1.594
N -0.057931 -0.488610 -0.018560 0.270 0.450 0.309
H -0.481464 -1.024037 -1.992438 0.086 0.006 0.109
C -0.522984 -1.449334 -0.989976 -0.438 -0.486 -0.436
H 0.971322 1.564751 -1.295773 -0.066 -0.125 0.068
H 1.134772 -1.723640 1.222960 0.018 -0.086 0.026
N -0.018058 1.612000 -1.089302 0.129 0.209 -0.055
C 0.675492 -0.764927 1.047328 0.167 0.386 0.488
N 0.806775 0.241771 1.860831 -0.075 -0.390 -0.243
H -1.557608 -1.730063 -0.770145 0.119 -0.017 -0.056
H 1.324139 0.312726 2.729003 0.021 -0.176 -0.172
C -0.512988 0.882462 -0.074054 0.467 0.581 1.548
H -1.584604 1.023868 0.086193 0.245 0.000 0.061
H -0.413975 2.529670 -1.232913 -0.116 -0.081 -0.057



Entry 9:
16
Properties=species:S:1:pos:R:3:forces:R:3 method="wB97M-V/def2-TZVPD" relative_energy_ev=4.105 multiplicity=1 orbital_gap_ha=0.3069 total_charge=+1
H 2.329019 2.321121 -0.055201 3.408 0.861 -1.480
H 0.892465 -1.172882 -0.968044 -0.661 -0.694 0.189
O 1.475846 2.047747 0.093414 -4.458 -0.468 1.899
H -2.317720 0.434875 -0.557845 0.254 0.923 -0.741
H 1.719377 -2.187520 0.180857 -1.686 0.482 -0.013
C 0.672616 -1.769879 -0.052673 3.164 0.730 0.417
H -1.894442 -1.218087 0.566642 1.707 0.465 0.546
N 0.858736 1.628033 -1.031179 0.244 -1.315 -0.296
H -1.511393 0.139512 1.596091 -0.044 0.454 1.622
N 0.230971 -0.867020 1.015844 -0.279 -0.896 -1.373
H 0.869960 -0.716215 1.781114 -0.803 0.423 0.102
S -0.448854 2.590319 -1.974266 0.093 0.493 0.055
C -1.073242 -0.444682 0.839170 -0.982 -0.828 -0.646
C -0.480780 1.296081 -0.915561 -0.711 0.289 -0.449
N -1.325159 0.513051 -0.349434 1.242 -0.505 0.581
H 0.002601 -2.594454 -0.168929 -0.485 -0.415 -0.412



Entry 10:
16
Properties=species:S:1:pos:R:3:forces:R:3 method="wB97M-V/def2-TZVPD" relative_energy_ev=3.775 multiplicity=1 orbital_gap_ha=0.3016 total_charge=+1
H 0.992766 -0.804962 1.669551 -0.159 -0.309 0.392
N -1.155873 -1.851331 0.730367 -0.359 0.039 -1.207
C 0.714790 -0.033545 0.984670 4.290 -3.255 -2.900
C -0.036329 0.951588 1.397117 -4.024 6.315 -0.950
H -1.161885 -2.297402 1.614963 0.403 0.023 0.550
H -1.084783 1.049399 -2.300717 -2.166 0.798 -0.857
H 2.933322 -0.783767 0.262646 -0.666 0.804 -0.174
H 0.390709 0.305190 -2.504119 -1.254 0.510 0.836
C -0.623605 -0.975188 0.080457 -0.583 -0.276 1.268
H -1.452052 -1.264526 -1.800186 1.691 1.225 2.034
N -0.389620 0.560149 -1.844770 4.002 -2.085 1.171
O -0.209786 2.137954 0.740101 0.735 -1.562 1.738
N -0.798808 -0.628910 -1.193946 -1.927 -0.373 -3.098
H -0.841178 0.979781 2.128644 0.369 -0.964 0.374
H 0.593761 2.442927 0.296467 0.165 -0.240 -0.528
S 2.128570 0.212643 -0.261245 -0.518 -0.650 1.352



Entry 11:
15
Properties=species:S:1:pos:R:3:forces:R:3 method="wB97M-V/def2-TZVPD" relative_energy_ev=3.357 smiles="C/[NH+]=N/C(=[NH2+])C[S-]" multiplicity=1 orbital_gap_ha="0.2711 / 0.2578" total_charge=+1
H 0.626187 -2.553157 -0.818577 0.318 -1.070 -0.165
H 2.127216 -2.212827 0.155934 -0.767 -0.265 -0.576
H 1.188821 0.766937 1.428107 0.303 -0.171 -0.009
N 1.188000 -2.013357 -0.192916 -1.868 3.512 0.163
H -2.722757 1.779532 -0.778883 -0.802 1.207 0.394
N -1.042830 0.796800 -0.561352 0.028 -1.515 0.501
C 1.720916 0.148482 0.681762 -2.295 -0.645 1.589
H 2.346747 -0.541784 1.226294 0.080 -0.238 0.730
C -2.430345 0.979677 -0.142025 0.087 -1.392 -0.828
H -0.516558 1.598283 -0.807788 0.748 0.977 -0.384
H -2.385042 1.095015 0.936934 -0.575 0.530 0.033
H -3.112713 0.130906 -0.417284 1.134 0.440 0.313
S 2.804353 1.106470 -0.193456 1.141 1.442 -1.692
C 0.689557 -0.716863 -0.036644 2.825 -1.493 -0.327
N -0.481553 -0.364109 -0.480109 -0.358 -1.318 0.257



Entry 12:
15
Properties=species:S:1:pos:R:3:forces:R:3 method="wB97M-V/def2-TZVPD" relative_energy_ev=3.049 multiplicity=1 orbital_gap_ha="0.3064 / 0.3064"
N 1.960463 1.421669 0.226820 0.629 -1.512 0.141
C 0.212096 -1.908671 0.088459 -0.033 -0.269 -0.393
H -0.942959 2.351101 -0.940963 0.472 -0.171 -0.223
H -0.171542 -1.931424 1.114438 -0.258 0.143 -0.025
N -1.871085 0.049442 0.413211 -0.053 0.070 0.067
C -0.220981 1.670659 -0.477444 2.216 0.179 -1.276
H 1.251432 -2.270577 0.152439 -0.360 -0.006 -0.211
H -0.361458 -2.611082 -0.523571 0.045 -0.272 0.126
H -2.551510 0.798183 0.401481 0.213 -0.155 0.085
N 0.234585 -0.601264 -0.529436 -1.029 1.045 1.416
C -0.650019 0.297952 -0.172792 1.464 -1.527 -0.123
H -2.262212 -0.870531 0.261765 0.069 0.167 0.041
H 2.721515 0.939950 -0.254068 0.054 0.547 0.110
H 1.566449 0.762214 0.906349 -0.074 0.108 -0.298
N 1.085227 1.902380 -0.666688 -3.354 1.654 0.562



Repeat the fifth record exactly.
14
Properties=species:S:1:pos:R:3:forces:R:3 method="wB97M-V/def2-TZVPD" relative_energy_ev=4.390 smiles="C[C@@H]1N=NC[NH2+]1" multiplicity=1 orbital_gap_ha=0.3880 total_charge=+1
C -0.266659 0.322773 0.596021 3.320 1.620 3.472
H 0.636345 -0.394322 2.644034 0.119 1.133 0.436
N 0.177851 0.775980 -0.806604 -0.489 -1.660 0.332
H 0.001897 -1.008889 -2.090117 0.005 0.179 -0.066
H -0.023874 1.756880 -0.935680 -0.473 0.246 -0.383
N -1.349863 -0.492239 0.374473 -2.245 -0.389 2.008
C 0.993918 -0.573339 1.645223 -4.590 2.237 -1.235
H 1.867442 -0.075109 1.379846 1.798 -0.004 -0.207
H 1.166769 0.681049 -0.891045 0.978 -0.293 -0.354
H -1.272049 0.285280 -2.313201 0.338 0.710 -1.534
H 0.761477 -1.597255 1.638016 0.616 -1.579 -1.349
H -0.446386 1.323741 1.189065 -0.173 -2.323 -0.995
C -0.626336 -0.235990 -1.652661 0.059 1.269 -0.564
N -1.620532 -0.768558 -0.777369 0.737 -1.144 0.440